Record 1
DFT (ωB97M-V/def2-TZVPD) results for a 2-piece molecular cluster, H4NO2PS overall in a non-equilibrium geometry.

Summary:
- Largest force on an atom: 3.895 eV Å⁻¹
- Multiplicity: 3
- Expectation value of S²: 2.0079
- Net charge: 0
- Kohn-Sham gap (spin up / spin down): 7.1 / 6.0 eV

Each line ends with the natural charge from an NBO analysis.
CARTESIAN COORDINATES (ANGSTROEM)
N1 -0.67 0.59 -1.11  -1.20
O1 1.91 -0.31 0.47  -0.45
O2 -0.70 -1.45 0.48  -1.01
P1 -0.59 0.10 0.56  1.34
S1 -1.47 1.03 1.98  -0.46
H1 0.11 0.11 -1.46  0.38
H2 -1.10 1.43 -1.60  0.43
H3 2.43 0.47 0.63  0.43
H4 0.06 -1.98 0.06  0.53

***

Record 2
DFT (ωB97M-V/def2-TZVPD) results for a 3-piece molecular cluster, C26H29BrNO10 overall in a non-equilibrium geometry.

Summary:
- Largest force on an atom: 1.234 eV Å⁻¹
- Net charge: +1
- Kohn-Sham gap: 7.1 eV

Each line ends with the natural charge from an NBO analysis.
CARTESIAN COORDINATES (ANGSTROEM)
C1 3.41 4.31 0.61  -0.60
C2 2.80 3.24 -0.29  -0.43
C3 2.28 3.85 -1.58  -0.26
Br1 3.73 4.29 -2.81  0.04
C4 1.22 3.10 -2.34  -0.08
C5 0.08 3.79 -2.81  0.14
C6 -0.15 5.26 -2.66  -0.45
C7 -1.39 5.58 -1.82  -0.42
C8 -1.10 5.40 -0.33  -0.07
O1 -2.28 5.32 0.44  -0.50
C9 -3.08 4.24 0.23  0.79
C10 -2.47 2.86 0.15  -0.75
O2 -4.25 4.38 0.22  -0.52
C11 -0.92 3.07 -3.47  -0.24
C12 -0.79 1.72 -3.70  0.08
N1 0.33 1.10 -3.28  -0.44
C13 1.33 1.73 -2.62  0.33
C14 2.49 0.86 -2.26  -0.68
H1 4.25 4.79 0.12  0.22
H2 3.76 3.88 1.54  0.23
H3 2.67 5.08 0.84  0.20
H4 3.57 2.51 -0.50  0.22
H5 2.00 2.74 0.24  0.21
H6 1.85 4.80 -1.31  0.23
H7 0.71 5.80 -2.28  0.23
H8 -0.33 5.65 -3.66  0.25
H9 -2.24 4.99 -2.15  0.21
H10 -1.66 6.61 -2.01  0.24
H11 -0.45 4.54 -0.19  0.15
H12 -0.55 6.26 0.03  0.21
H13 -2.72 2.35 1.08  0.27
H14 -1.40 2.85 0.04  0.20
H15 -2.97 2.33 -0.65  0.24
H16 -1.80 3.57 -3.84  0.25
H17 -1.52 1.14 -4.23  0.25
H18 0.42 0.11 -3.46  0.44
H19 2.56 0.73 -1.19  0.28
H20 2.41 -0.09 -2.76  0.23
H21 3.39 1.36 -2.61  0.27
C15 -0.81 -2.90 0.07  -0.41
C16 -0.01 -1.85 0.30  0.37
C17 1.49 -1.95 0.24  0.46
O3 2.12 -0.92 0.42  -0.59
C18 2.09 -3.24 -0.03  -0.40
C19 1.30 -4.30 -0.24  0.34
C20 -0.21 -4.19 -0.23  0.47
O4 -0.85 -5.20 -0.46  -0.52
O5 1.77 -5.51 -0.48  -0.60
O6 -0.47 -0.63 0.58  -0.65
H22 -1.88 -2.83 0.11  0.25
H23 3.17 -3.30 -0.04  0.25
H24 0.99 -6.11 -0.55  0.52
H25 0.33 -0.08 0.74  0.50
C21 -1.56 -6.05 2.59  -0.42
C22 -0.62 -6.95 2.92  0.33
C23 -0.60 -7.62 4.26  0.47
O7 0.29 -8.43 4.46  -0.53
C24 -1.61 -7.26 5.24  -0.39
C25 -2.55 -6.35 4.92  0.31
C26 -2.58 -5.69 3.56  0.54
O8 -3.47 -4.88 3.35  -0.56
O9 -3.50 -5.97 5.75  -0.62
O10 0.35 -7.32 2.09  -0.64
H26 -1.59 -5.56 1.63  0.24
H27 -1.58 -7.74 6.20  0.25
H28 -4.05 -5.32 5.27  0.51
H29 0.88 -7.98 2.58  0.51

***

Record 3
DFT (ωB97M-V/def2-TZVPD) results for one molecule with the formula C19H26N2O4.

Summary:
- Largest force on an atom: 0.756 eV Å⁻¹
- Net charge: 0
- Kohn-Sham gap: 9.0 eV
- SMILES: CCCCCCCCOC(=O)CCn1[nH]c(=O)c2ccccc2c1=O

Each line ends with the natural charge from an NBO analysis.
CARTESIAN COORDINATES (ANGSTROEM)
C1 6.86 -0.88 -1.63  -0.61
C2 5.46 -1.35 -2.01  -0.39
C3 4.38 -0.83 -1.06  -0.40
C4 4.51 -1.40 0.35  -0.39
C5 3.26 -1.16 1.20  -0.39
C6 3.02 0.31 1.52  -0.40
C7 1.75 0.50 2.35  -0.43
C8 1.36 1.97 2.47  -0.07
H1 2.18 2.57 2.86  0.19
H2 0.48 2.07 3.11  0.20
O1 1.06 2.52 1.18  -0.51
C9 -0.15 2.30 0.69  0.81
O2 -1.05 1.76 1.28  -0.61
C10 -0.26 2.82 -0.73  -0.52
H3 -1.21 3.35 -0.83  0.23
H4 0.57 3.49 -0.95  0.24
C11 -0.23 1.62 -1.69  -0.22
N1 -1.25 0.65 -1.37  -0.25
C12 -0.95 -0.42 -0.57  0.65
O3 0.21 -0.71 -0.34  -0.65
C13 -2.11 -1.16 -0.06  -0.05
C14 -1.89 -2.28 0.75  -0.19
C15 -2.95 -2.97 1.28  -0.19
C16 -4.25 -2.57 1.01  -0.19
C17 -4.49 -1.47 0.21  -0.16
C18 -3.42 -0.76 -0.33  -0.14
C19 -3.68 0.41 -1.18  0.64
O4 -4.78 0.83 -1.50  -0.61
N2 -2.55 1.03 -1.63  -0.42
H5 -2.66 1.83 -2.24  0.41
H6 -5.49 -1.13 -0.01  0.24
H7 -5.09 -3.12 1.43  0.22
H8 -2.77 -3.84 1.90  0.22
H9 -0.87 -2.57 0.95  0.24
H10 0.73 1.09 -1.60  0.26
H11 -0.36 1.96 -2.73  0.21
H12 1.88 0.09 3.35  0.21
H13 0.94 -0.04 1.87  0.23
H14 2.91 0.87 0.59  0.20
H15 3.88 0.72 2.06  0.19
H16 2.38 -1.54 0.67  0.22
H17 3.35 -1.72 2.14  0.19
H18 5.37 -0.96 0.85  0.19
H19 4.68 -2.48 0.28  0.20
H20 4.43 0.26 -1.03  0.19
H21 3.40 -1.11 -1.46  0.20
H22 5.43 -2.44 -2.03  0.19
H23 5.23 -0.99 -3.02  0.20
H24 7.16 -1.29 -0.67  0.20
H25 6.90 0.21 -1.57  0.20
H26 7.58 -1.20 -2.38  0.21

***

Record 4
DFT (ωB97M-V/def2-TZVPD) results for C29H18Br5GaN2O5S2 as an isolated structure.

Summary:
- Largest force on an atom: 0.341 eV Å⁻¹
- Net charge: -2
- Kohn-Sham gap: 6.3 eV

Each line ends with the natural charge from an NBO analysis.
CARTESIAN COORDINATES (ANGSTROEM)
Ga1 0.40 0.44 -0.36  1.80
C1 -2.36 -2.48 -2.14  -0.69
C2 -1.22 -1.87 -1.38  0.35
N1 -1.23 -0.61 -1.11  -0.39
N2 -2.35 0.11 -1.48  -0.41
C3 -2.16 1.38 -1.65  -0.05
S1 -0.69 2.25 -1.65  -0.23
S2 -3.70 2.30 -1.77  0.18
C4 -4.06 2.27 0.03  -0.56
C5 -4.41 0.92 0.58  0.07
C6 -3.45 0.18 1.28  -0.23
C7 -3.73 -1.10 1.71  -0.21
C8 -4.97 -1.67 1.46  -0.24
C9 -5.94 -0.94 0.78  -0.24
C10 -5.65 0.34 0.34  -0.24
C11 -0.10 -2.72 -0.96  -0.15
C12 0.07 -3.96 -1.58  -0.17
C13 1.09 -4.83 -1.23  -0.31
C14 1.96 -4.46 -0.21  -0.19
C15 1.83 -3.25 0.43  -0.29
C16 0.82 -2.32 0.05  0.41
O1 0.75 -1.18 0.66  -0.81
H1 -3.24 -1.86 -2.03  0.26
H2 -2.57 -3.49 -1.78  0.21
H3 -2.11 -2.54 -3.20  0.23
H4 -4.87 2.98 0.15  0.22
H5 -3.16 2.66 0.53  0.25
H6 -2.47 0.62 1.45  0.28
H7 -2.97 -1.67 2.24  0.21
H8 -5.18 -2.68 1.79  0.19
H9 -6.91 -1.38 0.58  0.19
H10 -6.40 0.91 -0.21  0.19
H11 -0.60 -4.25 -2.38  0.20
H12 1.21 -5.77 -1.75  0.19
H13 2.77 -5.13 0.08  0.19
H14 2.51 -2.94 1.21  0.22
Br1 2.88 5.29 3.88  0.03
C17 1.74 4.03 3.04  -0.17
C18 0.45 3.83 3.49  -0.15
Br2 -0.24 4.85 4.94  0.03
C19 -0.36 2.85 2.88  -0.19
Br3 -2.15 2.54 3.43  0.03
C20 0.09 2.07 1.82  0.28
O2 -0.61 1.16 1.22  -0.82
C21 1.43 2.30 1.33  0.34
O3 1.83 1.57 0.32  -0.83
C22 2.21 3.26 1.95  -0.22
Br4 3.95 3.51 1.23  0.04
Br5 5.53 -0.55 1.83  0.00
C23 5.12 0.24 0.14  -0.07
C24 5.97 1.21 -0.36  -0.26
C25 5.66 1.77 -1.60  -0.22
C26 4.55 1.34 -2.31  -0.18
C27 3.71 0.38 -1.77  -0.11
C28 3.99 -0.17 -0.53  -0.15
C29 2.51 -0.10 -2.57  0.80
O4 2.68 -0.37 -3.75  -0.67
O5 1.41 -0.21 -1.93  -0.83
H15 6.83 1.53 0.20  0.21
H16 6.30 2.55 -2.00  0.20
H17 4.32 1.76 -3.28  0.22
H18 3.31 -0.90 -0.09  0.24

***

Record 5
DFT (ωB97M-V/def2-TZVPD) results for C3H6BrFI2NO2S as an isolated structure in a non-equilibrium geometry.

Summary:
- Largest force on an atom: 6.628 eV Å⁻¹
- Net charge: -1
- Kohn-Sham gap: 4.6 eV

Each line ends with the natural charge from an NBO analysis.
CARTESIAN COORDINATES (ANGSTROEM)
C1 1.93 -0.99 -0.09  -0.66
C2 1.71 0.58 0.33  -0.30
I1 2.72 0.90 2.29  0.02
C3 0.16 1.08 0.37  -0.30
N1 -0.77 0.38 -0.60  -0.90
I2 -1.89 1.71 -1.73  0.35
S1 -1.79 -0.81 0.19  2.25
O1 -1.09 -1.38 1.49  -0.87
O2 -3.20 -0.28 0.58  -0.82
F1 -1.95 -2.13 -0.94  -0.48
H1 0.96 -1.63 -0.16  0.25
H2 2.44 -1.01 -1.16  0.21
H3 2.61 -1.50 0.73  0.22
H4 2.28 1.23 -0.49  0.22
H5 -0.29 1.11 1.47  0.24
H6 0.17 2.23 0.03  0.23
Br1 -4.00 0.52 -2.31  -0.68

***

Record 6
DFT (ωB97M-V/def2-TZVPD) results for C5H10O as an isolated structure.

Summary:
- Largest force on an atom: 0.519 eV Å⁻¹
- Net charge: 0
- Kohn-Sham gap: 9.4 eV

Each line ends with the Mulliken charge.
CARTESIAN COORDINATES (ANGSTROEM)
C1 -0.39 0.34 1.89  -1.20
C2 -0.80 0.24 0.42  -0.25
C3 0.51 0.49 -0.29  -0.27
C4 0.57 1.69 -0.97  -0.73
C5 0.48 -2.26 -1.05  -0.10
O1 -0.45 -2.06 -1.78  -0.42
H1 0.05 1.32 2.10  0.32
H2 0.38 -0.41 2.11  0.32
H3 -1.24 0.19 2.58  0.36
H4 -1.60 0.97 0.19  0.33
H5 -1.20 -0.76 0.20  0.26
H6 -0.27 2.40 -1.06  0.25
H7 1.52 2.04 -1.39  0.31
H8 0.54 0.56 -1.58  0.30
H9 0.36 -2.39 0.05  0.24
H10 1.52 -2.35 -1.42  0.27